Density functional theory data (ωB97M-V with the def2-TZVPD basis set) for 8 unconnected molecules or ions with the total composition C34H44O27 in a non-equilibrium geometry.

Geometry as XYZ:
```
105
Properties=species:S:1:pos:R:3:forces:R:3:lowdin_charge:R:1
C -2.184731 1.209590 -0.232070 0.3 0.2 0.0 0.0321
C -2.081065 -0.276183 -0.224967 0.1 0.4 -0.6 -0.5481
O -2.506523 -0.960206 -1.120834 -0.4 -0.6 0.0 0.0976
O -1.443388 -0.749922 0.838738 -0.4 0.0 0.6 0.0030
C -1.624941 -2.130138 1.142614 0.3 -0.6 0.2 -0.1492
C -0.540894 -3.024954 0.550670 -0.6 0.5 -0.1 -0.1111
C 0.810054 -2.351683 0.482068 -0.1 -1.2 0.2 -0.1359
O 0.969928 -1.635835 -0.756922 0.3 0.0 0.0 0.0369
C 1.567455 -0.436840 -0.656032 -0.1 -0.4 0.0 -0.5918
O 1.207832 0.438723 0.055308 0.1 0.7 0.8 0.1876
O 2.636611 -0.312788 -1.468989 -0.1 0.2 -0.8 0.0615
C 2.272391 -0.587617 -2.828269 0.6 -0.2 -0.1 -0.1693
O 3.354356 -0.173913 -3.617154 -0.2 0.1 0.0 -0.0058
C 2.981607 0.090137 -4.927216 -0.1 0.2 -0.2 -0.2757
C 3.405888 1.281785 -5.498580 -0.1 -0.1 -0.2 -0.0063
C 3.028091 1.581430 -6.800949 -0.2 -0.2 -0.2 -0.0685
C 2.218419 0.724260 -7.544201 0.0 -0.3 0.2 -0.0704
C 1.809955 -0.475400 -6.969840 0.3 0.4 0.4 -0.0658
C 2.191150 -0.783495 -5.668012 0.0 -0.1 0.2 -0.0223
H -1.564021 1.660575 0.532358 0.0 0.0 0.1 0.0740
H -1.861458 1.565963 -1.202998 0.1 0.1 -0.1 0.0965
H -3.222453 1.513148 -0.128671 -0.1 0.0 0.2 0.0923
H -1.573628 -2.202725 2.223468 0.1 0.3 0.2 0.1131
H -2.611100 -2.481346 0.855813 -0.2 0.1 -0.3 0.1246
H -0.479947 -3.901908 1.190540 0.2 -0.1 0.1 0.1254
H -0.852387 -3.368679 -0.432921 0.2 0.0 -0.2 0.1244
H 0.999162 -1.739396 1.359579 -0.1 0.5 -0.1 0.1325
H 1.555727 -3.141577 0.484179 0.3 0.1 -0.1 0.1112
H 1.388592 -0.000895 -3.083343 -0.2 -0.1 0.0 0.1592
H 2.109365 -1.655648 -2.939743 -0.2 -0.1 0.0 0.1389
H 4.010564 1.977056 -4.938691 0.1 0.0 0.2 0.1154
H 3.351686 2.505001 -7.256539 0.1 0.1 0.0 0.1038
H 1.891716 0.959473 -8.548906 0.3 0.1 0.2 0.0705
H 1.181044 -1.170618 -7.501960 -0.1 -0.1 -0.2 0.1029
H 1.859101 -1.713262 -5.229448 0.0 -0.1 0.1 0.1124
O -2.263648 -3.037773 6.409674 -0.1 0.0 0.0 0.1656
C -1.378710 -2.318857 6.080908 0.0 0.0 0.0 -0.5722
O -1.067916 -2.019880 4.794247 0.0 0.1 0.0 0.0459
C -0.107693 -0.953655 4.801766 0.1 0.1 -0.1 -0.0991
C 0.524150 -1.105107 6.166445 0.2 0.1 0.0 -0.1066
O -0.538056 -1.685888 6.933803 0.0 0.0 -0.1 0.0671
H 0.603344 -1.073095 3.988181 -0.1 -0.1 -0.1 0.1331
H -0.630192 -0.004980 4.676467 0.0 0.0 0.0 0.1147
H 1.371000 -1.792318 6.158821 0.0 0.0 0.0 0.1201
H 0.839844 -0.159465 6.598235 -0.1 0.0 0.1 0.1366
O -2.963881 4.552451 0.111745 -0.1 -0.1 0.0 0.1494
C -1.791365 4.696726 0.258972 0.0 0.0 0.0 -0.5833
O -0.846636 4.063443 -0.474516 0.0 0.1 0.0 0.0413
C 0.427105 4.638574 -0.158529 0.2 0.0 0.0 -0.1010
C 0.179417 5.217375 1.218373 0.3 0.0 0.2 -0.1070
O -1.226595 5.500243 1.182955 0.0 0.0 -0.1 0.0660
H 1.202693 3.877015 -0.169215 -0.2 -0.2 0.0 0.1330
H 0.664648 5.401854 -0.902087 -0.1 0.0 0.0 0.1311
H 0.366540 4.498891 2.015492 0.0 0.0 0.0 0.1089
H 0.748807 6.123145 1.410873 -0.2 0.1 0.0 0.1327
O 3.409192 -3.810865 1.943724 0.0 0.0 0.1 0.1531
C 4.208190 -3.012412 1.572298 0.0 0.0 -0.1 -0.5765
O 4.412618 -2.685858 0.277904 0.0 0.0 0.1 0.0621
C 5.261406 -1.531185 0.231963 0.1 0.2 0.0 -0.1049
C 5.980545 -1.614800 1.562707 0.2 0.1 -0.1 -0.1092
O 5.024615 -2.298912 2.384694 0.0 0.0 -0.1 0.0549
H 5.929660 -1.582170 -0.622988 -0.1 -0.2 -0.1 0.1380
H 4.638102 -0.641013 0.143102 0.0 0.0 0.0 0.1249
H 6.890738 -2.214634 1.511491 0.0 0.0 0.0 0.1327
H 6.217981 -0.641039 1.982415 -0.1 0.0 0.1 0.1330
O 0.822803 1.114230 -10.248203 -0.2 0.0 -0.2 0.1433
C -0.348636 0.931178 -10.155681 0.1 0.0 0.0 -0.5640
O -1.253300 1.890420 -9.860477 -0.1 -0.1 0.0 0.0678
C -2.562691 1.345629 -10.056578 -0.2 0.0 0.0 -0.1132
C -2.316954 -0.140724 -9.903215 -0.2 -0.1 0.0 -0.1132
O -0.953284 -0.267169 -10.322889 -0.1 0.0 0.0 0.0627
H -3.256652 1.744395 -9.321866 0.1 0.1 0.1 0.1331
H -2.907621 1.612479 -11.056789 0.0 0.0 0.0 0.1331
H -2.398085 -0.473344 -8.867149 0.0 0.0 0.0 0.1333
H -2.966542 -0.750428 -10.525115 0.1 0.0 -0.1 0.1321
O -9.194036 -0.919400 -1.847727 0.0 0.0 0.0 0.1667
C -8.110509 -0.940233 -1.366006 0.0 0.0 -0.1 -0.5710
O -7.835326 -0.628803 -0.073122 0.1 0.0 0.0 0.0573
C -6.477357 -0.989931 0.192308 0.1 0.0 0.1 -0.1207
C -5.857964 -0.965046 -1.188222 0.2 0.0 0.0 -0.1215
O -6.976671 -1.277588 -2.026608 0.0 0.0 0.1 0.0623
H -6.020230 -0.281360 0.879009 -0.2 0.1 0.0 0.1233
H -6.458853 -1.984817 0.641701 0.0 0.0 0.0 0.1328
H -5.478196 0.021285 -1.459021 0.0 0.0 0.0 0.1320
H -5.063123 -1.694217 -1.314568 -0.1 0.0 -0.1 0.1212
O -0.417375 2.700007 3.308678 0.1 -0.1 0.0 0.1557
C -1.556727 2.525253 3.604030 -0.1 0.1 -0.1 -0.5717
O -2.356100 3.459286 4.158994 0.0 -0.1 0.0 0.0731
C -3.700613 2.965517 4.143246 -0.2 0.0 0.0 -0.1005
C -3.489425 1.466296 4.090831 -0.2 0.0 0.1 -0.1020
O -2.226449 1.362190 3.421557 0.0 0.1 0.1 0.0331
H -4.238144 3.292279 5.029037 0.2 0.1 0.1 0.1344
H -4.204352 3.350803 3.255304 0.1 0.0 0.0 0.1363
H -3.400328 1.020327 5.083465 0.0 0.0 0.0 0.1346
H -4.261314 0.941982 3.534007 0.1 0.0 -0.1 0.1306
O 3.760293 0.902273 8.505064 0.0 0.0 0.0 0.1724
C 4.095490 -0.162931 8.108217 0.0 0.1 0.0 -0.5683
O 4.874481 -1.035429 8.790133 0.0 0.0 -0.1 0.0642
C 4.865463 -2.285293 8.094323 0.0 -0.2 0.0 -0.1137
C 4.515803 -1.866196 6.681866 0.0 -0.1 -0.1 -0.1175
O 3.746530 -0.676989 6.898763 0.1 -0.1 0.1 0.0346
H 5.834234 -2.771571 8.169766 0.1 0.1 0.1 0.1324
H 4.105849 -2.930129 8.539622 0.0 0.0 0.0 0.1342
H 5.395501 -1.612097 6.088585 0.0 0.0 0.0 0.1320
H 3.930349 -2.610060 6.146730 -0.1 0.1 0.0 0.1291
```
Positions in Å, forces in eV/Å.

## Properties
Lowest unoccupied orbital energy ... 0.0065 Eh
DFT total energy ... -3353.534351 a.u.